1.
The following is a quantum chemistry calculation of C4H6F18KO3P3 as an isolated structure, from the Open Molecules 2025 dataset.

## Properties
net charge = -2
largest force on an atom = 3.750 eV/A
E_HOMO = -6.96 eV
spin multiplicity = 1
LUMO level = 0.0703 hartree

Each line ends with the Mulliken charge.
Atoms and positions in Å:
1 K 0.6331 -1.6529 -0.0451  1.002
2 P 6.7354 -3.3861 -1.0591  1.144
3 F 6.7589 -1.9123 -1.6586  -0.334
4 F 5.6242 -2.8028 0.0642  -0.402
5 F 5.4787 -3.6849 -2.0107  -0.344
6 F 6.4950 -4.8311 -0.3504  -0.341
7 F 7.8007 -3.8715 -2.2468  -0.372
8 F 8.0205 -3.0420 -0.1180  -0.352
9 P 1.2316 -4.0158 6.5032  1.142
10 F 0.0830 -5.1632 6.2932  -0.371
11 F 1.7973 -4.6859 7.9074  -0.355
12 F 2.1155 -4.8947 5.5222  -0.324
13 F 2.4184 -2.8710 6.5561  -0.351
14 F 0.6517 -3.4289 5.0622  -0.400
15 F 0.0658 -3.1670 7.2575  -0.342
16 P -0.0830 -0.9039 -6.2338  1.145
17 F -0.0138 0.6391 -6.7891  -0.363
18 F -1.2085 -1.3460 -7.3508  -0.355
19 F 1.2462 -1.3132 -7.0664  -0.343
20 F -0.1353 -2.4468 -5.5882  -0.375
21 F 0.9743 -0.5678 -5.0746  -0.349
22 F -1.3260 -0.3200 -5.3499  -0.361
23 C -4.6246 6.2196 0.4379  -1.408
24 C -4.8148 4.6942 0.4632  0.455
25 C -3.9298 3.8351 -0.4547  -0.454
26 O -3.3594 2.8592 0.3339  -0.267
27 C -3.6679 3.0809 1.5763  0.604
28 O -3.2464 2.3463 2.4230  -0.558
29 O -4.3913 4.2069 1.8098  -0.341
30 H -3.6533 6.6233 0.7236  0.346
31 H -5.3804 6.7069 1.0539  0.342
32 H -4.7099 6.5476 -0.5980  0.398
33 H -5.8581 4.4299 0.2904  0.240
34 H -3.2482 4.5440 -0.9248  0.291
35 H -4.4794 3.5743 -1.3591  0.351

2.
The following is a quantum chemistry calculation of C34H29MnN11P2 as an isolated structure, from the Open Molecules 2025 dataset.

## Properties
largest force on an atom = 0.843 eV/A
E_HOMO (spin up / spin down) = -6.20 / -6.97 eV
spin multiplicity = 6
LUMO level (spin up / spin down) = -0.0077 / -0.0403 hartree

Each line ends with the Mulliken charge.
Atoms and positions in Å:
1 Mn 1.0709 -0.4945 0.9882  0.258
2 C -1.9306 1.7891 -1.4219  -1.308
3 N -1.4356 0.4030 -1.2234  0.318
4 P 0.1220 0.2403 -2.1339  -0.311
5 C -0.5665 0.4560 -3.8323  0.502
6 C -1.8487 0.0782 -4.2311  0.036
7 C -2.2354 0.1754 -5.5585  -0.770
8 C -1.3444 0.6527 -6.5123  -0.458
9 C -0.0694 1.0372 -6.1274  -0.623
10 C 0.3123 0.9408 -4.7956  -0.607
11 C 0.5215 -1.4638 -2.1256  1.160
12 C 1.7953 -1.8548 -1.6280  -0.932
13 C 2.1287 -3.1715 -1.4724  -1.176
14 C 1.0829 -4.1784 -1.6002  -0.007
15 C 0.0598 -3.8057 -2.5738  -0.915
16 C -0.2505 -2.4990 -2.7406  -0.605
17 P -1.2215 0.0017 0.4323  1.665
18 C -2.1415 1.2336 1.3779  -0.087
19 C -1.4275 2.0390 2.2572  -0.403
20 C -2.0822 2.9898 3.0332  -0.690
21 C -3.4546 3.1340 2.9246  -0.518
22 C -4.1760 2.3290 2.0471  -0.888
23 C -3.5268 1.3789 1.2808  0.035
24 C -2.0531 -1.5485 0.8860  0.281
25 C -2.7177 -1.6205 2.0786  -0.788
26 C -3.1874 -2.8334 2.6183  -0.929
27 C -3.0157 -4.0391 1.9018  -0.626
28 C -2.3446 -4.0476 0.7301  -1.000
29 C -1.6869 -2.8216 0.1691  0.602
30 H -1.7772 2.0741 -2.4585  0.569
31 H -1.4131 2.5224 -0.7952  0.381
32 H -2.9980 1.8538 -1.2181  0.272
33 H -2.5494 -0.2840 -3.4877  0.447
34 H -3.2337 -0.1253 -5.8503  0.397
35 H -1.6459 0.7249 -7.5492  0.382
36 H 0.6287 1.4169 -6.8623  0.397
37 H 1.3120 1.2427 -4.5020  0.361
38 H 2.5359 -1.0816 -1.4200  0.655
39 H 3.1146 -3.4633 -1.1376  0.390
40 H 1.4326 -5.2032 -1.6720  0.591
41 H -0.4902 -4.5801 -3.0935  0.347
42 H -1.0674 -2.2228 -3.3983  0.434
43 H -0.3534 1.9207 2.3435  0.179
44 H -1.5177 3.6073 3.7190  0.454
45 H -3.9690 3.8702 3.5284  0.407
46 H -5.2494 2.4440 1.9699  0.410
47 H -4.0940 0.7438 0.6111  0.526
48 H -2.9140 -0.7201 2.6450  0.272
49 H -3.7078 -2.8255 3.5653  0.442
50 H -3.4305 -4.9585 2.2946  0.389
51 H -2.2026 -4.9622 0.1729  0.458
52 H -1.9332 -2.7305 -0.8934  0.130
53 N 2.3113 -3.2314 2.5538  -0.019
54 C 2.6648 -1.9987 3.0727  0.064
55 N 3.4277 -1.8398 4.1321  -0.605
56 N 3.5332 -0.4918 4.2489  -0.670
57 N 2.8852 0.1041 3.3208  -0.123
58 N 2.3056 -0.8425 2.5230  0.134
59 C 1.3787 -3.4099 1.5711  0.482
60 N 1.2480 -4.5279 0.9063  -1.100
61 N 0.2988 -4.2583 -0.0659  -0.140
62 N -0.1938 -2.9937 0.1820  1.340
63 N 0.5463 -2.4156 1.2038  -0.764
64 H 2.8443 -4.0329 2.8442  0.267
65 N 1.8186 1.3339 0.9000  0.138
66 C 2.4054 2.2841 1.1507  0.482
67 C 3.1436 3.4782 1.4655  0.257
68 C 3.7421 3.5556 2.7193  -0.367
69 C 4.4547 4.7009 3.0376  -0.638
70 C 4.5635 5.7299 2.1112  -0.329
71 C 3.9681 5.6318 0.8591  -0.595
72 C 3.2468 4.4982 0.5250  -0.535
73 H 3.6583 2.7226 3.4060  0.516
74 H 4.9314 4.7845 4.0043  0.413
75 H 5.1237 6.6199 2.3664  0.391
76 H 4.0664 6.4372 0.1445  0.397
77 H 2.7734 4.3980 -0.4419  0.498

3.
The following is a quantum chemistry calculation of C25H34Cl6F6KN5O8S as an isolated structure, from the Open Molecules 2025 dataset.

## Properties
largest force on an atom = 1.821 eV/A
E_HOMO = -6.51 eV
spin multiplicity = 1
LUMO level = -0.0800 hartree

Each line ends with the Mulliken charge.
Atoms and positions in Å:
1 C 2.5208 -2.7163 -0.8339  -0.938
2 C 1.1326 -3.3325 -0.8870  0.734
3 O 0.3662 -2.9304 -2.0311  -0.376
4 C -0.9760 -2.6647 -1.7091  -2.023
5 C -1.0919 -1.2076 -1.3741  1.199
6 C -0.8803 -0.2081 -2.2955  0.330
7 C -0.5493 -0.3736 -3.7348  -0.696
8 C 0.9569 -0.4008 -4.0887  -0.262
9 N 1.6923 0.8540 -3.9674  -0.537
10 N -1.0745 0.9722 -1.6441  0.703
11 C -1.0167 2.2464 -2.3790  -0.661
12 C -2.4078 2.7512 -2.7443  -1.306
13 C -1.3460 0.7415 -0.3366  -0.731
14 S -1.5981 2.0955 0.8354  1.240
15 O -1.6861 3.2649 0.0137  -0.740
16 O -0.6143 2.1484 1.8627  -0.567
17 C -3.3137 1.9808 1.5795  0.785
18 F -4.1283 1.3990 0.7200  -0.277
19 F -3.2598 1.3500 2.7282  -0.198
20 C -3.8301 3.4392 1.8502  0.484
21 F -4.8445 3.3227 2.6571  -0.184
22 F -4.2338 4.0103 0.7395  -0.222
23 F -2.8985 4.1631 2.4410  -0.223
24 N -1.3785 -0.6196 -0.1771  0.690
25 C -1.6674 -1.4762 1.0012  -1.145
26 Cl -0.8445 -0.9026 2.4369  0.150
27 C -3.1967 -1.6724 1.1662  1.043
28 C -3.6869 -1.8781 2.5717  -1.870
29 Cl -3.6732 -3.0967 0.1795  -0.206
30 H 2.5768 -1.7862 -1.3908  -0.215
31 H 3.2916 -3.4033 -1.1596  0.405
32 H 2.7758 -2.5052 0.2003  0.346
33 H 1.2185 -4.4194 -0.8626  0.355
34 H 0.6082 -3.0630 0.0368  -0.270
35 H -1.5859 -2.9022 -2.5767  0.492
36 H -1.2905 -3.3156 -0.9001  0.554
37 H -0.9382 -1.3519 -4.0124  0.336
38 H -1.0908 0.3436 -4.3489  0.352
39 H 1.4500 -1.1610 -3.4926  0.162
40 H 0.9907 -0.7146 -5.1273  0.099
41 H 1.2995 1.5296 -4.6140  0.328
42 H 1.6039 1.2259 -3.0300  0.234
43 H -0.4692 2.0967 -3.2984  0.279
44 H -0.4940 2.9949 -1.8009  0.501
45 H -3.0083 1.9519 -3.1749  0.332
46 H -2.3281 3.5596 -3.4651  0.438
47 H -2.9411 3.1345 -1.8850  0.297
48 H -1.2195 -2.4306 0.7678  0.146
49 H -3.6814 -0.8380 0.6812  0.186
50 H -4.7698 -1.8695 2.5402  0.543
51 H -3.3879 -1.0977 3.2512  0.382
52 H -3.3257 -2.8265 2.9660  0.425
53 N 4.0331 0.1736 -1.1627  -0.096
54 C 5.3113 -0.1733 -1.3183  -0.280
55 C 6.3066 0.1299 -0.3916  -0.518
56 C 5.9453 0.8151 0.7504  -0.073
57 C 4.6139 1.1832 0.9142  -0.976
58 C 3.7053 0.8400 -0.0664  -0.069
59 H 5.5409 -0.7356 -2.2119  0.328
60 H 7.3245 -0.1851 -0.5621  0.431
61 H 6.6909 1.0543 1.5088  0.402
62 H 4.2793 1.7153 1.7882  0.475
63 H 2.6544 1.0979 0.0435  0.252
64 O 3.2863 -0.3414 3.2063  -0.506
65 C 2.6417 -0.4470 4.2107  0.474
66 O 2.3773 -1.6384 4.7772  -0.340
67 C 1.4871 -1.4823 5.8971  -0.379
68 C 1.6504 -0.0317 6.3364  -0.559
69 C 1.9628 0.6573 5.0088  -0.139
70 H 0.4719 -1.7032 5.5620  0.185
71 H 1.7658 -2.1972 6.6660  0.336
72 H 0.7758 0.3598 6.8508  0.348
73 H 2.5050 0.0575 7.0083  0.270
74 H 1.0574 0.9586 4.4776  0.065
75 H 2.6254 1.5125 5.1190  0.269
76 N -6.1864 0.0167 3.7571  1.004
77 O -6.6711 1.0622 4.2069  -0.683
78 O -6.1238 -0.1619 2.5080  -0.620
79 O -5.7325 -0.8610 4.5244  -0.656
80 K 5.3048 3.3962 2.0827  1.059
81 C -0.5061 0.6860 -8.2142  0.363
82 Cl 0.0510 -0.8371 -7.5150  -0.100
83 Cl -1.9504 0.4016 -9.1800  -0.086
84 Cl -0.8923 1.8277 -6.9091  -0.104
85 Cl 0.7646 1.3706 -9.2228  -0.092
86 F 5.1730 -2.9320 -0.3346  -0.889

4.
The following is a quantum chemistry calculation of a 2-piece molecular cluster, C6H16 overall, from the Open Molecules 2025 dataset.

## Properties
largest force on an atom = 4.664 eV/A
E_HOMO = -10.78 eV
SMILES string = CCC.CCC
spin multiplicity = 1
LUMO level = 0.0399 hartree

Each line ends with the Mulliken charge.
Atoms and positions in Å:
1 C 2.5890 -0.0859 0.5276  -0.933
2 C 2.0009 0.3401 1.9268  -0.343
3 C 0.5362 0.8818 1.8250  -1.017
4 H 2.0661 0.4744 -0.2228  0.252
5 H 3.6955 0.1798 0.4395  0.294
6 H 2.3664 -1.1233 0.4932  0.256
7 H 2.1516 -0.4332 2.6723  0.359
8 H 2.5976 1.2451 2.2101  0.255
9 H 0.3508 1.3604 2.8396  0.308
10 H -0.1481 0.0039 1.7231  0.239
11 H 0.4119 1.6322 1.1030  0.325
12 C -1.2995 -1.5960 -1.3249  -0.810
13 C -2.3269 -0.4803 -1.4656  -0.082
14 C -1.5817 0.8767 -1.5726  -1.264
15 H -1.3740 -2.2648 -0.2084  0.174
16 H -1.3879 -2.4983 -2.0321  0.301
17 H -0.2904 -1.1793 -1.2591  0.182
18 H -3.0491 -0.6234 -2.3643  0.289
19 H -2.9873 -0.3470 -0.5452  0.201
20 H -1.0139 1.0290 -0.6534  0.111
21 H -2.2374 1.6763 -1.6850  0.446
22 H -1.0697 0.9317 -2.4267  0.456

5.
The following is a quantum chemistry calculation of an isolated ion of composition C35H37NO7P and charge -1, from the Open Molecules 2025 dataset.

## Properties
net charge = -1
largest force on an atom = 3.979 eV/A
E_HOMO = -3.11 eV
SMILES string = CCOC(=O)[C@@H]([C@H](C1=C([O-])OC(C)(C)OC1=O)c1cc2c3c(c1)CCCN3CCC2)P(=O)(c1ccccc1)c1ccccc1
spin multiplicity = 1
LUMO level = 0.0907 hartree

Each line ends with the Mulliken charge.
Atoms and positions in Å:
1 C -3.1162 1.6114 -1.3292  -1.173
2 C -1.8314 0.8368 -1.3040  -0.062
3 O -0.8903 1.7428 -0.6702  -0.279
4 C 0.3116 1.2031 -0.4208  -0.116
5 O 0.6438 0.0825 -0.7634  -0.715
6 C 1.1748 2.1494 0.4044  0.487
7 C 1.1733 1.7009 1.7921  -0.215
8 C 2.3781 0.9913 2.3088  -0.058
9 C 2.2489 0.2423 3.5712  -0.017
10 O 1.3550 0.3218 4.3854  -0.725
11 O 3.3449 -0.5368 3.8844  -0.417
12 C 4.4981 -0.4076 3.0308  1.914
13 C 4.3395 -1.2000 1.7479  -1.320
14 C 5.6644 -0.9657 3.8623  -1.925
15 O 4.7517 0.9911 2.7837  -0.432
16 C 3.6239 1.7637 2.5128  -0.023
17 O 3.6960 2.9672 2.6486  -0.764
18 C -0.1763 0.9889 2.1212  0.405
19 C -0.3366 -0.3917 2.0376  -0.650
20 C -1.4928 -1.0036 2.5269  0.185
21 C -2.5613 -0.1944 3.0027  0.285
22 C -2.4191 1.2171 3.0011  0.353
23 C -1.2542 1.7847 2.5010  -0.616
24 C -3.4763 2.1037 3.5481  -0.686
25 C -4.5304 1.3573 4.3617  -0.860
26 C -4.8948 0.0416 3.7031  -0.701
27 N -3.7186 -0.7681 3.4605  0.049
28 C -4.0101 -2.1584 3.1837  -0.686
29 C -2.7784 -3.0283 3.3553  -0.921
30 C -1.5801 -2.4901 2.5677  -0.627
31 P 2.7500 2.4075 -0.5697  1.731
32 O 3.9779 1.9278 0.1356  -0.871
33 C 2.7675 1.6394 -2.2166  0.563
34 C 1.6947 1.6728 -3.1142  0.114
35 C 1.8601 1.1964 -4.4171  -1.200
36 C 3.0808 0.6390 -4.8123  -0.509
37 C 4.1482 0.5827 -3.9077  -0.625
38 C 3.9947 1.0896 -2.6173  -1.027
39 C 2.6789 4.1991 -0.9270  0.115
40 C 1.9758 4.7075 -2.0276  -0.302
41 C 2.0241 6.0722 -2.3214  -0.801
42 C 2.7636 6.9332 -1.5060  -0.444
43 C 3.4485 6.4293 -0.3918  -0.655
44 C 3.3879 5.0654 -0.0884  -0.260
45 H -3.8955 1.0323 -1.8226  0.439
46 H -3.4509 1.8364 -0.3117  0.157
47 H -2.9800 2.5629 -1.8630  0.283
48 H -1.9090 -0.0754 -0.7032  0.178
49 H -1.4703 0.5945 -2.3113  0.296
50 H 0.6884 3.1397 0.3751  0.777
51 H 1.2100 2.6025 2.4147  0.634
52 H 3.5083 -0.8111 1.1519  0.122
53 H 5.2584 -1.1255 1.1596  0.342
54 H 4.1604 -2.2543 1.9953  0.359
55 H 5.7418 -0.4087 4.8004  0.423
56 H 5.4658 -2.0154 4.0981  0.365
57 H 6.6029 -0.8839 3.3114  0.375
58 H 0.4441 -1.0085 1.5897  0.585
59 H -1.1371 2.8716 2.4419  0.357
60 H -3.9642 2.6312 2.7154  0.215
61 H -3.0031 2.8748 4.1678  0.361
62 H -5.4275 1.9706 4.4569  0.385
63 H -4.1439 1.1747 5.3705  0.316
64 H -5.4266 0.2340 2.7531  0.304
65 H -5.5660 -0.5395 4.3468  0.402
66 H -4.7993 -2.4749 3.8776  0.402
67 H -4.4009 -2.2699 2.1537  0.298
68 H -2.5087 -3.0815 4.4160  0.312
69 H -3.0123 -4.0451 3.0291  0.389
70 H -1.6152 -2.8801 1.5387  0.291
71 H -0.6552 -2.8822 3.0101  0.310
72 H 0.7298 2.0924 -2.8148  0.454
73 H 1.0220 1.2687 -5.1107  0.386
74 H 3.2004 0.2482 -5.8214  0.364
75 H 5.1074 0.1544 -4.1952  0.400
76 H 4.8211 1.0637 -1.9061  0.432
77 H 1.4004 4.0443 -2.6661  0.186
78 H 1.4835 6.4506 -3.1900  0.392
79 H 2.7972 7.9977 -1.7357  0.354
80 H 4.0284 7.0989 0.2407  0.404
81 H 3.8763 4.6559 0.7986  0.435

6.
The following is a quantum chemistry calculation of one molecule with the formula C4H9N3S, from the Open Molecules 2025 dataset.

## Properties
largest force on an atom = 4.800 eV/A
E_HOMO = -8.40 eV
SMILES string = C=CN/C(=N/C)NS
spin multiplicity = 1
LUMO level = 0.0249 hartree

Each line ends with the Mulliken charge.
Atoms and positions in Å:
1 C -3.2067 0.3206 -0.0922  -0.788
2 C -1.9130 0.5067 -0.2543  0.053
3 N -0.9840 -0.5366 -0.1060  -0.187
4 C 0.3721 -0.3943 -0.1386  0.515
5 N 1.0154 -1.4208 -0.4093  -0.501
6 C 2.4515 -1.4315 -0.0780  -0.599
7 N 0.5556 0.9535 0.4930  -0.390
8 S 1.4722 2.0884 -0.3066  -0.180
9 H -3.7610 1.2237 -0.3473  0.234
10 H -3.9428 -0.5889 0.2714  0.211
11 H -1.6254 1.4183 -0.8350  0.225
12 H -1.3948 -1.5157 -0.1091  0.272
13 H 3.2188 -1.0442 -0.9252  0.227
14 H 2.6516 -2.4953 0.4422  0.265
15 H 2.4559 -0.6149 0.8167  0.179
16 H -0.0295 1.4583 1.2723  0.360
17 H 2.6640 2.0727 0.3059  0.106

Number 1: E -3804.11816 a.u.. Number 2: E -3748.87658 a.u.. Number 3: E -6206.84528 a.u.. Number 4: E -238.13047 a.u.. Number 5: E -2278.81319 a.u.. Number 6: E -720.13143 a.u..